{"formula": "C4H5N5S2", "method": "ωB97M-V with the def2-TZVPD basis set", "elements": ["S", "H", "N", "H", "H", "C", "N", "N", "H", "C", "N", "C", "C", "S", "N", "H"], "coordinates": [[-2.983377, -0.730896, -2.374026], [3.020907, 0.674866, 1.732947], [-2.536834, -1.967408, 0.144971], [-1.225389, 1.837191, -1.693788], [0.239532, -0.967555, 0.919687], [-1.355846, -0.634051, -1.427132], [2.211053, 0.221432, 1.286731], [-0.924977, 1.687522, -0.748249], [-0.590082, -0.826023, -2.052016], [-0.872261, 0.480903, -0.408849], [-2.060884, -1.740587, -1.007647], [-0.394580, -0.072685, 0.911906], [-3.541253, -2.628416, 0.661524], [0.864209, 1.044946, 1.656717], [-4.442766, -3.030671, 1.271618], [-1.284540, -0.065408, 1.435200]], "atomic_forces_ev_per_a": [[1.1, -0.1, 1.0], [-0.5, 0.1, -0.2], [1.3, 0.7, 1.8], [-0.6, 0.0, -0.5], [-1.0, -0.3, -0.4], [-1.6, 2.3, 2.8], [-0.3, -0.1, 0.1], [1.0, 0.1, 1.2], [2.5, -1.1, -2.2], [-1.0, -1.4, -2.1], [-2.2, -1.6, -1.4], [2.8, 1.6, -1.2], [0.0, 0.6, -1.3], [0.1, 0.2, 0.3], [0.0, -0.3, 0.1], [-1.5, -0.6, 2.0]], "energy_ev": -33343.028, "homo_energy_ev": [-9.4, -8.4], "homo_lumo_gap_ev": [8.63, 5.97], "de_lowest_ev": 2.459}


{"formula": "C25H27FHfN8O11S4", "method": "ωB97M-V with the def2-TZVPD basis set", "elements": ["N", "H", "S", "C", "C", "C", "S", "H", "C", "C", "H", "C", "H", "S", "O", "H", "O", "H", "S", "H", "C", "N", "N", "O", "H", "H", "O", "H", "O", "C", "O", "H", "H", "N", "O", "C", "H", "H", "H", "C", "C", "O", "C", "C", "O", "H", "H", "H", "H", "H", "H", "C", "N", "C", "C", "N", "C", "H", "H", "H", "C", "F", "H", "H", "C", "O", "N", "Hf", "O", "C", "H", "C", "C", "N", "C", "C", "C"], "coordinates": [[1.844114, -1.723649, 1.291002], [-0.700732, 2.740017, -0.415525], [-1.022817, 1.127867, 2.857685], [-2.424776, 0.026999, 3.099417], [0.052782, 0.968647, -3.065547], [-3.555669, -2.054569, 3.601411], [-0.932868, -2.314646, 3.026597], [3.045911, 1.803501, -3.505129], [0.456523, -1.304906, -4.497918], [-2.395412, -1.365058, 3.313079], [3.253077, 5.396230, -0.373360], [-4.806641, -0.018103, 3.487092], [0.610524, -2.236163, -5.023461], [-2.706893, 1.523109, -0.309187], [-1.196671, -3.708373, 3.222669], [2.922387, -4.463725, 2.754604], [-0.414880, 1.356926, 4.129297], [2.931817, 0.222064, 3.755655], [-3.408210, -2.420801, -0.602800], [2.091618, 0.798252, 2.324766], [1.894226, -3.110254, 1.337152], [3.103300, -2.324465, 2.961988], [-1.027770, -3.697428, -0.739336], [2.564655, 6.166922, -2.633278], [-5.671301, -1.922795, 3.929471], [4.099598, 1.067711, -0.123136], [-0.812135, -2.032608, 1.526022], [-2.620125, 1.168092, -2.660197], [3.827956, 3.194050, 0.568650], [2.804881, 3.885909, -3.258534], [-0.055978, 0.422972, 1.931729], [-1.895871, 3.355709, -1.620013], [3.826914, 0.434355, 2.246620], [-0.029904, -0.195722, -2.436661], [1.321623, 0.973435, -0.297198], [3.587689, 1.016058, -1.085912], [-3.524739, -4.637268, 0.930550], [-0.061790, 1.853552, -2.450328], [-4.107705, 2.026575, -2.119743], [0.160421, -1.318930, -3.139276], [-2.253494, -3.620159, -0.232681], [-1.691822, 0.387646, -0.196866], [0.522222, -0.085402, -5.148452], [2.667498, -3.493014, 2.375033], [0.143507, -1.727081, 3.769068], [-3.501133, -3.125875, 3.728701], [4.194541, 0.450438, -1.790995], [1.339570, -3.719463, 0.641846], [-5.746563, 0.514098, 3.548911], [0.736207, -0.042108, -6.208483], [-3.673049, 1.749161, 3.025381], [0.306165, 1.078976, -4.425399], [3.198368, 4.651996, -1.056484], [2.573992, -1.281406, 2.298984], [3.505374, 3.390332, -0.577065], [-2.617986, -4.712710, 0.500060], [2.868965, 0.125658, 2.672846], [-0.088889, -3.519202, -2.949845], [0.348438, 2.052380, -4.892265], [-1.894608, -5.123697, 1.066597], [3.079167, 2.652096, -2.835709], [2.480515, 4.132816, -4.532607], [-2.040997, 3.746014, 0.132533], [-3.921231, 0.263608, -1.841456], [-0.100446, -2.566809, -2.428617], [-1.570910, 2.274162, 2.161650], [-0.590262, -2.519260, -1.239360], [0.011439, -0.749855, 0.170942], [2.112648, -0.877967, -1.146248], [2.830582, 5.026550, -2.345215], [3.615741, -2.246551, 3.823840], [-1.741013, 3.004861, -0.601699], [2.267260, 0.318994, -0.858271], [3.416644, 2.386422, -1.526881], [-3.405310, 1.220317, -1.909200], [-3.642868, 0.681966, 3.184756], [-4.765379, -1.377459, 3.703734]], "atomic_forces_ev_per_a": [[-0.3, 0.1, 0.3], [0.0, 0.0, 0.0], [0.3, -0.3, -0.3], [-0.1, -0.1, 0.2], [0.1, 0.0, 0.0], [-0.1, 0.1, 0.0], [0.1, 0.3, -0.3], [0.0, 0.0, 0.0], [0.0, 0.1, 0.0], [0.0, 0.3, -0.1], [0.0, 0.0, 0.0], [0.0, 0.2, 0.0], [0.0, 0.0, 0.0], [0.0, -0.4, 0.6], [-0.2, 0.0, 0.0], [0.0, 0.0, 0.0], [0.0, 0.1, 0.0], [0.0, 0.0, 0.0], [0.0, 0.0, 0.1], [0.1, 0.0, 0.0], [0.0, 0.0, -0.1], [0.0, -0.1, 0.0], [0.2, 0.0, 0.4], [0.0, 0.0, 0.0], [0.0, 0.0, 0.0], [0.0, -0.1, -0.1], [0.0, -0.5, 0.1], [0.0, 0.0, 0.0], [0.0, 0.0, 0.2], [0.0, 0.1, 0.0], [-0.2, 0.2, 0.1], [0.0, 0.0, 0.0], [0.0, 0.0, 0.0], [-0.1, -0.2, 0.2], [0.3, 0.0, 0.1], [0.1, 0.0, 0.0], [0.1, 0.0, 0.0], [0.0, 0.0, 0.0], [0.0, 0.0, 0.0], [-0.1, -0.2, 0.1], [-0.1, -0.3, -0.3], [0.1, 0.2, -0.1], [0.0, 0.0, 0.0], [0.0, 0.1, 0.0], [0.1, -0.1, 0.0], [0.0, 0.0, 0.0], [0.0, 0.0, 0.0], [0.0, 0.0, 0.0], [0.0, 0.0, 0.0], [0.0, 0.0, 0.0], [0.0, 0.0, 0.0], [0.0, 0.0, 0.1], [0.0, 0.0, 0.0], [0.0, 0.1, 0.0], [-0.1, 0.1, -0.1], [-0.2, 0.1, 0.1], [0.0, 0.1, 0.0], [0.0, 0.1, -0.1], [0.0, 0.0, 0.0], [0.1, 0.0, 0.0], [0.0, 0.0, 0.0], [0.0, -0.1, 0.0], [0.0, 0.0, 0.0], [0.0, 0.0, 0.0], [-0.2, 0.1, -0.1], [0.0, 0.1, 0.0], [0.2, -0.1, -0.4], [0.2, 0.6, -0.4], [0.1, -0.1, 0.0], [-0.1, 0.0, 0.0], [0.0, 0.0, -0.1], [0.0, 0.1, -0.1], [-0.2, 0.0, 0.2], [0.1, 0.0, 0.0], [0.0, 0.1, -0.2], [-0.1, -0.1, 0.1], [0.0, -0.1, 0.0]], "energy_ev": -108178.403, "homo_energy_ev": -7.3, "homo_lumo_gap_ev": 6.44, "de_lowest_ev": 0.927}


{"formula": "C9H6N4S", "method": "ωB97M-V with the def2-TZVPD basis set", "elements": ["C", "H", "N", "C", "S", "H", "C", "H", "H", "H", "N", "N", "C", "C", "C", "H", "C", "N", "C", "C"], "coordinates": [[-1.587958, 1.772114, -0.860532], [0.417873, 3.002943, -3.501993], [-1.134966, -0.019672, 0.500312], [-1.282061, 2.832556, -1.716958], [1.322559, -1.309552, 0.508174], [1.662757, 1.000285, -2.514364], [-0.653843, 0.900363, -0.392473], [-0.117528, -3.600080, 2.975557], [-1.908728, 0.201253, 1.169161], [-2.035896, 3.652630, -1.910865], [0.466229, 0.622207, -1.016496], [3.675955, -3.560533, 2.674193], [-0.095439, 2.462361, -2.539865], [0.095561, -2.684597, 2.309279], [1.398945, -2.521886, 1.746153], [-2.501945, 1.797908, -0.253792], [0.689593, 1.386179, -2.146026], [-0.764410, -1.721429, 1.961890], [2.606122, -3.193781, 2.029876], [-0.252819, -1.019269, 0.978769]], "atomic_forces_ev_per_a": [[-1.7, 4.1, 0.8], [-2.0, -0.9, 2.6], [1.3, -1.0, 1.8], [1.0, -2.3, -2.0], [1.0, -0.1, 0.1], [-0.9, 1.1, -0.9], [-0.6, -2.0, -1.4], [0.0, 2.0, -0.9], [1.2, -0.3, -1.1], [1.3, -1.0, 0.0], [-0.1, 1.3, -0.9], [-9.1, 2.8, -6.0], [1.1, 1.7, -1.3], [2.8, -1.5, 0.8], [-2.0, -0.8, -0.1], [0.1, 0.2, -0.5], [0.6, -1.0, 2.0], [-0.2, -1.2, -0.3], [8.9, -2.8, 6.5], [-2.9, 1.7, 0.6]], "energy_ev": -26222.774, "homo_energy_ev": -8.3, "homo_lumo_gap_ev": 8.24, "de_lowest_ev": 3.298, "smiles": "N#Cc1cnc(Nc2ccccn2)s1"}